A structure of composition C21H24F2N4O2, computed with ωB97M-V/def2-TZVPD.

Geometry (Å):
H: 5.468 2.024 1.684
C: -1.733 2.739 -0.845
C: -3.161 0.680 -0.606
H: 0.495 -0.654 -0.755
C: 2.624 -2.406 -0.205
N: -2.452 -2.521 0.481
C: 2.407 2.681 0.377
H: -4.676 3.330 -2.365
O: -0.966 0.970 0.191
C: -4.217 1.305 -1.175
H: 0.026 0.599 2.149
C: 3.370 0.625 -0.368
H: 0.577 -4.334 -0.500
H: -2.706 4.379 -1.778
C: 0.284 -3.320 -0.443
C: -0.234 -2.838 0.823
C: -2.847 3.439 -1.621
C: 4.536 1.786 1.219
H: 0.579 -3.304 1.463
H: 2.856 -3.618 0.103
H: 4.136 -2.437 -1.737
C: 3.576 2.894 1.339
H: -0.233 -1.823 0.777
H: 1.621 3.477 0.566
C: -1.469 -3.495 0.899
C: 0.852 -1.171 -1.352
F: -0.686 2.542 1.918
H: -4.403 -0.965 -0.364
H: 5.325 0.347 0.360
C: -1.985 1.679 -0.386
H: -3.693 -2.864 0.707
C: -0.767 0.946 1.487
H: 4.634 -1.762 -0.171
N: -2.311 -1.392 0.103
H: 3.618 3.709 2.264
H: -0.816 3.143 -0.567
H: 2.428 -1.093 -3.157
C: 4.428 0.776 0.381
C: 2.341 1.744 -0.412
H: 2.047 0.369 -2.655
H: 1.326 1.682 -0.873
N: 3.214 -0.435 -1.223
H: 2.307 -1.761 0.607
F: -1.898 0.693 2.154
C: 2.262 -0.617 -2.089
O: -1.870 -4.597 1.361
C: -3.294 -0.780 -0.392
H: -0.425 -3.291 -1.410
C: -3.997 2.756 -1.895
C: 3.742 -1.554 -0.926
H: -5.079 0.952 -1.420
N: 1.418 -2.376 -1.352
H: 0.150 -1.536 -2.302

Values from the calculation:
* molar mass: 402.4 g mol⁻¹
* gap between HOMO and LUMO: 7.26 eV
* E_HOMO: -7.33 eV

These are the Löwdin partial charges, in e, on atoms 1 to 2:
1 H 0.091
2 C 0.004